{"formula": "C2H5N4O5", "method": "wB97M-V/def2-TZVPD", "max_force_ha_per_bohr": 0.06395, "gap_ev": 7.315, "total_charge": 1, "energy_ha": -673.9204, "de_lowest_kj_mol": 189.50, "homo_energy_ev": -12.81, "elements": ["C", "C", "N", "N", "N", "N", "O", "O", "O", "O", "O", "H", "H", "H", "H", "H"], "positions_angstrom": [[-0.1428, 0.1337, 0.0543], [1.1328, -0.4720, -0.1615], [-1.1668, -0.6056, -0.2877], [2.2626, 0.1336, 0.0857], [5.1265, 0.0872, -0.0852], [-0.2170, 1.4494, 0.2947], [2.3512, 1.4038, 0.2910], [3.3595, -0.5756, 0.0704], [5.1962, 0.7784, -0.9644], [5.6130, -0.4231, 0.7852], [1.1821, -1.7899, -0.3889], [-1.0397, -1.5892, -0.1845], [-2.1495, -0.1599, -0.3823], [0.8084, 1.8489, 0.2764], [-1.1674, 1.9831, 0.2449], [2.1483, -2.0295, -0.4504]], "forces_ev_per_a": [[-0.382, 2.823, -1.144], [1.306, -1.067, 1.004], [-3.120, 1.022, 0.197], [0.095, 2.577, -0.108], [-0.597, 0.440, 0.247], [-0.329, 0.143, -0.405], [0.136, -0.784, 0.032], [0.073, -1.050, 0.101], [-0.229, 1.082, -1.698], [0.550, -1.154, 1.418], [0.659, -0.590, -0.300], [-0.391, -0.707, -0.346], [2.398, -1.416, 0.434], [-1.715, -0.030, 0.254], [2.664, -1.376, 0.233], [-1.117, 0.088, 0.082]]}

---

{"formula": "C3H2N2O2", "method": "wB97M-V/def2-TZVPD", "max_force_ha_per_bohr": 0.08837, "gap_ev": 10.778, "total_charge": 0, "energy_ha": -375.3020, "de_lowest_kj_mol": 550.05, "homo_energy_ev": -10.54, "elements": ["C", "C", "C", "H", "H", "N", "N", "O", "O"], "positions_angstrom": [[-0.6432, -1.2324, -1.1255], [0.4240, -0.3666, 0.2411], [-0.5228, 0.1471, -0.5883], [-0.4823, -1.5061, -2.2091], [-1.5881, -1.8730, -0.7146], [0.8731, 0.4384, 1.2087], [-0.6274, 1.4517, -0.2750], [0.4480, -1.6932, -0.1424], [0.1524, 1.5507, 0.7954]], "forces_ev_per_a": [[-2.633, -3.700, -0.167], [1.786, -1.110, 3.065], [0.550, 2.421, 0.375], [0.261, 0.490, 1.348], [1.953, 1.924, -1.226], [-1.464, -1.302, -2.776], [-0.994, -2.521, -0.989], [-0.446, 1.505, -1.054], [0.987, 2.293, 1.425]]}

---

{"formula": "C49H64AuN3O3P", "method": "wB97M-V/def2-TZVPD", "max_force_ha_per_bohr": 0.00430, "gap_ev": 7.959, "total_charge": 1, "energy_ha": -2772.4539, "de_lowest_kj_mol": 0.00, "homo_energy_ev": -10.59, "elements": ["Au", "C", "C", "C", "C", "C", "C", "C", "N", "C", "N", "C", "C", "C", "C", "C", "C", "C", "N", "C", "C", "C", "C", "C", "C", "C", "H", "H", "H", "H", "H", "H", "H", "H", "H", "H", "H", "H", "H", "H", "H", "H", "H", "H", "H", "H", "H", "H", "C", "O", "C", "C", "C", "C", "C", "C", "O", "C", "O", "C", "H", "H", "H", "H", "H", "H", "H", "H", "H", "C", "C", "C", "C", "C", "C", "P", "C", "C", "C", "C", "C", "C", "C", "C", "C", "C", "C", "C", "H", "H", "H", "H", "H", "H", "H", "H", "H", "H", "H", "H", "H", "H", "H", "H", "H", "H", "H", "H", "H", "H", "H", "H", "H", "H", "H", "H", "H", "H", "H", "H", "H"], "positions_angstrom": [[0.3024, -0.4109, -1.1120], [1.0258, 5.8443, 1.1020], [1.7251, 5.8871, -0.2276], [2.5376, 6.9602, -0.5778], [3.1667, 7.0221, -1.8115], [2.9697, 6.0107, -2.7392], [2.1498, 4.9402, -2.4217], [1.5549, 4.8691, -1.1679], [0.7099, 3.7694, -0.8379], [0.9566, 2.4616, -1.0630], [2.2278, 2.0557, -1.2822], [2.5400, 1.0773, -2.2846], [1.6862, 0.0152, -2.5504], [1.9642, -0.8463, -3.5976], [3.1121, -0.6643, -4.3527], [3.9968, 0.3537, -4.0308], [3.7347, 1.2406, -2.9949], [4.7220, 2.3224, -2.6429], [-0.0321, 1.5943, -1.0462], [-1.3450, 2.0580, -1.4192], [-2.3286, 2.2325, -0.4572], [-3.5916, 2.6833, -0.8124], [-3.8652, 2.9658, -2.1396], [-2.8766, 2.7915, -3.0980], [-1.6090, 2.3302, -2.7668], [-0.5773, 2.1160, -3.8331], [1.3559, 6.6664, 1.7336], [1.2159, 4.9113, 1.6324], [-0.0576, 5.9390, 0.9845], [2.6800, 7.7603, 0.1376], [3.7988, 7.8657, -2.0522], [3.4349, 6.0608, -3.7144], [1.9573, 4.1638, -3.1533], [-0.2163, 3.9764, -0.4910], [2.9309, 2.7681, -1.1472], [1.3013, -1.6773, -3.7937], [3.3320, -1.3331, -5.1741], [4.9129, 0.4700, -4.5962], [5.6045, 2.2435, -3.2741], [5.0597, 2.2396, -1.6059], [4.3134, 3.3262, -2.7796], [-2.1141, 2.0011, 0.5735], [-4.3512, 2.8112, -0.0526], [-4.8439, 3.3208, -2.4331], [-3.0949, 3.0062, -4.1368], [-0.9896, 2.3571, -4.8110], [-0.2364, 1.0808, -3.8473], [0.3025, 2.7482, -3.6819], [-1.2594, -7.6898, 0.1694], [-0.3989, -6.5904, -0.0979], [-0.9372, -5.4787, -0.6393], [-2.2973, -5.3159, -0.9194], [-2.7027, -4.1345, -1.5046], [-1.8380, -3.0666, -1.7752], [-2.3716, -1.8970, -2.5037], [-3.6718, -2.0471, -3.2596], [-1.8107, -0.8086, -2.5344], [-0.4627, -3.2292, -1.4367], [0.5042, -2.3371, -1.6653], [-0.0460, -4.4503, -0.9099], [-0.6260, -8.4719, 0.5765], [-1.7351, -8.0470, -0.7460], [-2.0236, -7.4228, 0.9024], [-3.0175, -6.0938, -0.7199], [-3.7485, -4.0367, -1.7624], [-4.5105, -2.0985, -2.5615], [-3.6868, -2.9533, -3.8637], [-3.8010, -1.1714, -3.8896], [1.0059, -4.5977, -0.7060], [1.3272, 2.4200, 3.8754], [-0.2016, 2.3736, 3.6969], [-0.6041, 1.5194, 2.4900], [0.2749, 0.2727, 2.4096], [1.7388, 0.6904, 2.1064], [2.0311, 2.1255, 2.5559], [-0.2814, -1.0189, 1.2190], [-2.0143, -1.5444, 1.5544], [-2.4130, -1.7254, 3.0355], [-3.9394, -1.6859, 3.2132], [-4.6314, -2.3195, 2.0120], [-4.3847, -1.4761, 0.7497], [-3.0656, -0.6964, 0.8333], [0.7254, -2.5004, 1.6821], [0.7514, -2.8423, 3.1995], [2.1509, -2.7344, 3.7986], [3.1378, -3.6785, 3.1045], [2.8698, -3.7650, 1.5920], [2.1441, -2.5217, 1.0842], [1.6427, 1.6719, 4.6085], [1.6337, 3.3860, 4.2778], [-0.5986, 3.3827, 3.5623], [-0.6702, 1.9768, 4.6000], [-0.4630, 2.0968, 1.5751], [-1.6641, 1.2625, 2.5507], [0.2513, -0.2058, 3.3940], [1.9609, 0.5904, 1.0393], [2.4175, 0.0157, 2.6276], [1.6949, 2.8313, 1.7905], [3.1096, 2.2636, 2.6479], [-2.0239, -2.5294, 1.0642], [-1.9549, -0.9517, 3.6585], [-2.0368, -2.6830, 3.3967], [-4.2815, -0.6529, 3.3223], [-4.2095, -2.1969, 4.1378], [-5.7010, -2.4291, 2.1924], [-4.2388, -3.3315, 1.8706], [-5.2063, -0.7734, 0.5953], [-4.3598, -2.1283, -0.1255], [-3.2241, 0.2316, 1.3890], [-2.7307, -0.4085, -0.1654], [0.1794, -3.3001, 1.1751], [0.3946, -3.8685, 3.3264], [0.0645, -2.2210, 3.7721], [2.1075, -2.9530, 4.8670], [2.5026, -1.7024, 3.7191], [3.0670, -4.6735, 3.5479], [4.1568, -3.3329, 3.2882], [2.2512, -4.6405, 1.3707], [3.8041, -3.9055, 1.0471], [2.0795, -2.5294, -0.0027], [2.7118, -1.6323, 1.3613]], "forces_ev_per_a": [[-0.081, -0.094, 0.117], [-0.023, 0.038, -0.002], [0.005, -0.019, -0.009], [-0.002, -0.003, 0.002], [-0.006, -0.013, -0.007], [-0.007, 0.001, 0.000], [-0.006, -0.005, -0.032], [0.059, 0.031, 0.013], [-0.047, -0.044, 0.079], [-0.027, -0.001, -0.108], [0.017, -0.003, 0.022], [-0.001, 0.054, 0.032], [0.054, 0.065, -0.020], [-0.028, -0.017, -0.005], [0.006, 0.021, 0.011], [-0.016, 0.007, -0.001], [-0.005, -0.006, -0.022], [0.017, 0.009, 0.003], [0.214, 0.055, 0.000], [-0.071, 0.002, 0.060], [-0.005, 0.014, 0.012], [0.010, 0.003, -0.011], [0.030, 0.006, -0.011], [-0.043, -0.023, -0.004], [0.014, -0.006, -0.021], [0.002, 0.057, -0.026], [0.000, 0.002, 0.001], [0.015, -0.033, 0.003], [-0.002, 0.001, 0.003], [0.003, 0.006, 0.004], [0.004, 0.006, -0.004], [0.002, 0.004, -0.005], [0.019, 0.005, 0.025], [-0.007, 0.010, -0.024], [-0.030, -0.007, -0.001], [0.000, -0.003, -0.002], [0.000, -0.010, 0.002], [0.007, 0.003, -0.001], [0.003, 0.002, 0.002], [0.002, -0.009, 0.007], [-0.013, -0.004, -0.001], [-0.002, 0.025, -0.060], [-0.007, 0.001, 0.002], [-0.009, 0.004, 0.000], [-0.003, 0.003, -0.002], [0.001, 0.012, -0.006], [-0.030, 0.009, 0.003], [-0.017, -0.043, -0.006], [-0.014, -0.005, -0.002], [-0.011, 0.032, -0.013], [0.047, -0.001, 0.008], [-0.006, 0.033, -0.001], [0.011, -0.019, 0.029], [0.057, 0.016, -0.071], [0.018, -0.007, 0.056], [-0.005, -0.009, 0.003], [0.003, -0.089, -0.040], [-0.061, 0.051, -0.026], [0.002, -0.055, 0.042], [-0.040, -0.064, -0.026], [-0.005, 0.007, -0.004], [0.001, 0.000, 0.004], [0.000, 0.001, -0.001], [-0.005, -0.014, -0.003], [-0.009, 0.004, 0.002], [-0.002, 0.011, 0.001], [0.000, 0.007, -0.007], [-0.003, 0.007, 0.001], [0.015, 0.013, 0.000], [0.010, 0.001, 0.019], [-0.006, 0.023, 0.020], [0.006, -0.026, 0.001], [0.017, 0.043, -0.013], [-0.002, 0.004, -0.014], [-0.010, -0.005, 0.004], [0.035, -0.030, -0.027], [0.015, -0.037, 0.030], [0.014, 0.015, 0.004], [-0.010, 0.002, 0.001], [-0.004, -0.004, 0.014], [0.006, 0.003, -0.003], [0.007, 0.013, -0.030], [-0.025, 0.002, 0.000], [-0.018, 0.005, 0.004], [0.009, -0.008, 0.030], [-0.009, 0.006, 0.007], [0.018, -0.003, -0.003], [-0.021, 0.001, -0.039], [0.000, -0.001, -0.001], [0.000, 0.003, -0.003], [0.004, 0.000, 0.001], [-0.002, -0.002, 0.001], [-0.003, -0.003, 0.001], [0.017, -0.001, 0.022], [-0.010, -0.014, -0.006], [-0.016, 0.001, 0.004], [-0.005, 0.019, -0.005], [0.002, 0.019, -0.008], [0.003, -0.002, 0.002], [0.004, 0.021, 0.010], [-0.002, -0.001, 0.003], [0.007, -0.007, -0.003], [0.000, 0.007, -0.001], [0.000, -0.003, 0.003], [0.003, 0.000, -0.002], [0.009, 0.000, -0.004], [-0.002, 0.005, 0.005], [-0.012, -0.014, -0.024], [-0.002, -0.015, -0.010], [-0.012, -0.030, 0.040], [-0.001, 0.018, 0.011], [0.002, -0.002, -0.004], [0.000, 0.000, 0.002], [0.000, 0.000, -0.002], [-0.004, -0.018, 0.001], [-0.001, -0.003, 0.004], [0.002, 0.006, -0.002], [-0.006, -0.003, 0.005], [-0.004, 0.000, 0.000], [0.003, -0.009, -0.011], [0.008, -0.008, 0.003]]}